[1]
{"formula": "C8H13NO", "method": "ωB97M-V with the def2-TZVPD basis set", "e_above_lowest_kj_mol": 150.6, "smiles": "C=C1CCN2CC[C@@H](O)[C@@H]12", "largest_force_ha_per_bohr": 0.10204, "homo_lumo_gap_ev": 9.2, "e_tot_ev": -12042.9946, "e_lumo_ha": 0.03304, "symbols": ["O", "C", "C", "N", "C", "C", "C", "C", "C", "C", "H", "H", "H", "H", "H", "H", "H", "H", "H", "H", "H", "H", "H"], "xyz": [[-1.181, 2.207, -0.489], [0.975, 2.886, 1.683], [1.089, 1.544, 1.268], [1.382, -0.375, 0.004], [1.461, 0.430, 2.214], [2.062, -0.602, 1.267], [0.210, -1.263, -0.272], [-0.983, -0.297, -0.226], [1.029, 1.052, -0.145], [-0.399, 1.025, -0.741], [-2.034, 2.117, -0.957], [1.180, 3.189, 2.703], [0.789, 3.650, 0.935], [2.193, 0.746, 2.947], [0.571, 0.046, 2.751], [3.122, -0.334, 1.135], [1.971, -1.619, 1.669], [0.358, -1.742, -1.261], [0.089, -2.074, 0.466], [-1.346, -0.252, 0.811], [-1.747, -0.679, -0.916], [1.671, 1.565, -0.859], [-0.291, 0.950, -1.818]], "forces_ev_per_angstrom": [[0.070, -0.565, 0.031], [0.567, -3.615, -1.705], [0.201, 4.796, 2.119], [-0.144, -1.548, -0.908], [-0.407, -0.041, 0.104], [0.200, 0.707, 0.217], [0.505, 0.783, -0.163], [-0.058, -0.611, -0.555], [-1.068, -0.838, 0.480], [-0.631, -0.088, 0.120], [0.711, -0.037, 0.311], [-0.223, -0.132, -0.024], [-0.095, -0.027, 0.183], [-0.041, 0.200, 0.305], [0.322, 0.079, -0.276], [-0.083, -0.400, 0.100], [0.073, 0.140, -0.546], [-0.300, 0.262, 0.405], [0.300, 0.377, -0.171], [-0.085, 0.338, -0.396], [-0.256, 0.263, 0.446], [0.319, 0.163, 0.299], [0.122, -0.208, -0.376]]}



[2]
{"formula": "C18H36BaBrN4OSSi", "method": "ωB97M-V with the def2-TZVPD basis set", "charge": 1, "e_above_lowest_kj_mol": 98.1, "largest_force_ha_per_bohr": 0.01344, "homo_lumo_gap_ev": 5.9, "e_tot_ev": -116701.7969, "e_lumo_ha": -0.10873, "symbols": ["Ba", "O", "C", "C", "C", "N", "C", "Br", "C", "H", "H", "H", "H", "N", "N", "C", "N", "S", "H", "H", "H", "H", "H", "C", "C", "C", "C", "Si", "C", "C", "C", "C", "C", "C", "C", "C", "H", "H", "H", "H", "H", "H", "H", "H", "H", "H", "H", "H", "H", "H", "H", "H", "H", "H", "H", "H", "H", "H", "H", "H", "H", "H", "H"], "xyz": [[1.714, 1.190, 0.292], [6.097, -4.275, 2.132], [5.202, -3.347, 1.772], [3.821, -3.520, 1.884], [2.999, -2.490, 1.484], [3.462, -1.334, 0.986], [4.773, -1.207, 0.892], [5.345, 0.460, 0.170], [5.702, -2.151, 1.261], [5.661, -5.066, 2.470], [3.399, -4.435, 2.277], [1.925, -2.585, 1.566], [6.765, -1.988, 1.166], [0.683, 3.945, -1.903], [1.458, 3.633, -3.045], [2.782, 3.488, -2.966], [3.405, 3.004, -4.059], [3.631, 3.834, -1.537], [0.148, 4.785, -2.113], [1.384, 4.225, -1.211], [0.941, 3.237, -3.815], [2.972, 3.050, -4.968], [4.411, 2.983, -4.030], [-2.040, 2.882, 0.304], [-2.457, 1.551, -0.337], [-3.942, 1.316, -0.028], [-2.329, 1.743, -1.853], [-1.266, 0.118, 0.258], [-1.665, -0.391, 2.107], [-0.474, -1.141, 2.718], [-2.918, -1.264, 2.272], [-1.865, 0.860, 2.970], [-1.393, -1.427, -0.935], [-2.827, -1.866, -1.262], [-0.674, -2.630, -0.316], [-0.672, -1.139, -2.261], [-2.687, 3.689, -0.060], [-1.016, 3.155, 0.022], [-2.107, 2.884, 1.388], [-4.549, 2.124, -0.452], [-4.140, 1.299, 1.044], [-4.308, 0.378, -0.447], [-2.908, 2.623, -2.158], [-2.720, 0.894, -2.411], [-1.293, 1.912, -2.161], [-0.203, -2.040, 2.169], [-0.704, -1.443, 3.745], [0.418, -0.500, 2.778], [-2.780, -2.261, 1.852], [-3.793, -0.821, 1.797], [-3.153, -1.395, 3.334], [-1.028, 1.563, 2.888], [-1.941, 0.570, 4.024], [-2.778, 1.398, 2.720], [-3.406, -2.083, -0.364], [-2.816, -2.777, -1.871], [-3.365, -1.109, -1.833], [-1.167, -2.997, 0.583], [0.369, -2.401, -0.068], [-0.659, -3.458, -1.034], [-1.162, -0.378, -2.863], [-0.628, -2.051, -2.866], [0.367, -0.818, -2.098]], "forces_ev_per_angstrom": [[0.654, 0.027, -0.100], [-0.063, 0.002, -0.003], [0.050, -0.063, 0.027], [0.050, 0.034, -0.019], [0.170, -0.067, 0.027], [-0.614, 0.317, -0.009], [0.082, 0.091, -0.050], [0.036, 0.002, -0.008], [-0.091, 0.060, -0.034], [0.017, 0.000, 0.002], [0.000, -0.004, 0.005], [-0.024, 0.021, -0.008], [0.008, -0.006, -0.005], [0.137, -0.094, 0.079], [-0.037, 0.127, -0.074], [0.097, -0.065, 0.220], [0.041, 0.081, -0.008], [-0.180, -0.374, 0.020], [-0.063, -0.063, -0.011], [-0.033, 0.137, -0.066], [-0.029, -0.051, 0.058], [-0.011, -0.019, -0.001], [-0.007, 0.016, -0.015], [0.017, 0.047, -0.055], [-0.215, -0.169, 0.083], [0.001, 0.051, 0.057], [-0.020, 0.023, -0.023], [0.396, 0.152, -0.068], [-0.275, -0.060, -0.093], [0.031, 0.027, 0.040], [0.053, -0.073, 0.029], [0.024, -0.006, 0.043], [-0.264, -0.015, 0.037], [0.017, -0.017, -0.065], [-0.004, -0.036, -0.011], [0.062, -0.053, -0.007], [-0.008, 0.004, -0.019], [0.007, -0.016, 0.000], [-0.004, -0.017, 0.025], [-0.008, 0.013, -0.013], [0.001, -0.011, 0.016], [-0.001, -0.012, -0.010], [0.001, 0.017, 0.000], [-0.025, 0.000, -0.007], [0.028, -0.029, 0.018], [-0.015, -0.016, -0.024], [0.003, 0.023, 0.019], [0.006, 0.007, -0.010], [-0.009, 0.000, -0.035], [-0.009, 0.013, -0.005], [0.006, -0.011, 0.021], [0.006, -0.001, -0.013], [0.010, -0.003, 0.015], [-0.014, 0.005, -0.013], [0.001, 0.009, 0.013], [0.004, -0.014, -0.016], [-0.015, 0.018, 0.011], [-0.011, 0.008, 0.013], [0.011, 0.022, -0.003], [0.021, -0.002, -0.012], [-0.002, 0.046, 0.024], [0.000, -0.011, 0.000], [0.002, -0.020, 0.011]]}



[3]
{"formula": "C8H16B2O24", "method": "ωB97M-V with the def2-TZVPD basis set", "charge": -2, "e_above_lowest_kj_mol": 236.7, "largest_force_ha_per_bohr": 0.10689, "homo_lumo_gap_ev": 8.2, "e_tot_ev": -59061.9487, "e_lumo_ha": 0.10893, "symbols": ["O", "C", "O", "B", "O", "C", "O", "O", "C", "O", "C", "O", "O", "O", "C", "O", "B", "O", "C", "O", "O", "C", "O", "C", "O", "O", "O", "H", "H", "O", "H", "H", "O", "H", "H", "O", "H", "H", "O", "H", "H", "O", "H", "H", "O", "H", "H", "O", "H", "H"], "xyz": [[20.792, 0.643, -7.165], [20.749, -0.311, -7.955], [21.185, -1.544, -7.715], [21.172, -2.400, -8.895], [20.368, -1.595, -9.851], [20.196, -0.332, -9.386], [19.691, 0.646, -10.029], [20.538, -3.662, -8.560], [21.266, -4.638, -9.039], [21.068, -5.809, -9.008], [22.564, -4.004, -9.696], [22.561, -2.770, -9.422], [23.411, -4.561, -10.320], [11.845, -1.107, -8.253], [12.969, -1.551, -8.627], [13.226, -2.304, -9.748], [14.571, -2.845, -9.729], [15.207, -2.104, -8.545], [14.319, -1.437, -7.858], [14.555, -0.720, -6.878], [15.275, -2.535, -11.010], [15.486, -3.644, -11.687], [15.900, -3.705, -12.837], [15.150, -4.830, -10.796], [14.628, -4.324, -9.643], [15.103, -6.020, -11.179], [20.509, 0.171, -15.560], [19.848, -0.337, -15.090], [20.034, 0.563, -16.293], [9.694, -5.824, -9.013], [9.155, -5.726, -8.228], [10.537, -6.141, -8.688], [14.831, 1.117, -14.788], [14.021, 0.822, -15.203], [14.968, 0.503, -14.066], [7.595, 0.831, -10.839], [8.352, 0.315, -10.563], [6.846, 0.250, -10.704], [17.748, 2.327, -2.353], [18.003, 2.620, -3.228], [17.145, 1.601, -2.509], [12.796, -10.186, -9.654], [12.421, -10.700, -10.369], [13.574, -9.778, -10.034], [5.185, -0.249, -6.184], [5.785, 0.325, -6.660], [4.415, -0.312, -6.748], [12.307, -10.262, -14.138], [11.996, -10.055, -15.019], [12.951, -9.581, -13.944]], "forces_ev_per_angstrom": [[-0.184, -2.465, -2.135], [0.327, 1.537, 1.960], [0.682, 0.814, 0.729], [-0.260, 0.839, 0.169], [0.075, 1.512, -0.048], [-1.741, 2.403, -3.246], [2.128, -4.247, 2.766], [-0.208, -0.020, -0.111], [1.449, -0.166, -0.949], [-0.541, -0.719, 0.289], [-0.759, -1.986, 0.103], [-1.504, 3.571, 0.945], [0.629, -1.063, -0.453], [4.385, -1.652, -1.828], [-3.370, 0.083, 0.495], [-1.460, 1.150, 1.675], [1.067, 0.710, 0.282], [0.013, -1.186, -0.603], [0.636, 2.195, 1.289], [-0.926, -1.859, -2.051], [-0.420, -0.058, 0.388], [1.506, 0.478, -1.907], [-0.782, -0.033, 1.792], [-2.037, -3.052, -0.328], [0.721, -0.513, -0.963], [0.496, 3.723, 1.709], [0.282, 0.053, -0.125], [-0.153, -0.152, 0.272], [-0.126, 0.104, -0.134], [-0.228, -0.041, -0.202], [-0.103, 0.080, 0.176], [0.332, -0.036, -0.004], [0.074, 0.264, -0.198], [-0.175, -0.086, -0.068], [0.125, -0.204, 0.284], [-0.157, 0.263, -0.083], [0.333, -0.128, 0.095], [-0.147, -0.152, 0.007], [0.034, 0.166, 0.320], [0.104, 0.029, -0.262], [-0.133, -0.210, -0.080], [-0.115, -0.116, 0.248], [-0.125, -0.090, -0.201], [0.234, 0.243, -0.052], [-0.063, -0.091, 0.213], [0.258, 0.137, -0.093], [-0.187, -0.043, -0.120], [-0.086, -0.273, 0.101], [-0.090, 0.055, -0.186], [0.192, 0.233, 0.122]]}



[4]
{"formula": "C7H12", "method": "ωB97M-V with the def2-TZVPD basis set", "e_above_lowest_kj_mol": 127.6, "smiles": "CC1CC2(CC2)C1", "largest_force_ha_per_bohr": 0.00590, "homo_lumo_gap_ev": 11.0, "e_tot_ev": -7452.1088, "e_lumo_ha": 0.04232, "symbols": ["C", "C", "C", "C", "C", "C", "C", "H", "H", "H", "H", "H", "H", "H", "H", "H", "H", "H", "H"], "xyz": [[-2.574, 0.122, 0.327], [-1.135, -0.224, 0.008], [-0.240, 0.738, -0.813], [0.919, 0.130, -0.034], [1.815, -0.915, -0.632], [2.381, 0.376, -0.058], [-0.039, -0.197, 1.104], [-3.173, 0.131, -0.591], [-2.663, 1.104, 0.808], [-3.009, -0.629, 0.999], [-1.086, -1.208, -0.478], [-0.232, 0.662, -1.905], [-0.418, 1.785, -0.524], [1.829, -1.041, -1.716], [1.973, -1.846, -0.086], [2.762, 1.116, -0.759], [2.926, 0.334, 0.883], [-0.179, 0.665, 1.775], [0.143, -1.102, 1.692]], "forces_ev_per_angstrom": [[-0.037, 0.017, 0.010], [-0.182, -0.047, -0.008], [-0.017, 0.044, -0.182], [0.088, -0.079, -0.055], [0.138, -0.038, -0.020], [0.159, 0.092, 0.027], [0.001, -0.130, 0.104], [0.039, 0.054, 0.160], [0.041, -0.154, -0.086], [0.039, 0.150, -0.078], [-0.059, 0.164, 0.094], [-0.021, -0.046, 0.128], [0.027, -0.199, -0.015], [-0.036, 0.139, 0.260], [-0.018, 0.302, -0.030], [-0.052, -0.138, 0.091], [-0.096, -0.054, -0.176], [0.030, -0.197, -0.148], [-0.045, 0.122, -0.076]]}